No. 1
CF5K3NO7S3 as an isolated structure. Source: OMol25; level of theory: ωB97M-V with the def2-TZVPD basis set.

Geometry as XYZ:
```
20
Properties=species:S:1:pos:R:3:forces:R:3
F -1.8174 3.6848 -1.0867 -0.2 -0.4 -0.2
O -0.0526 1.8833 0.8129 -0.3 -0.6 0.2
C -0.7339 3.0139 -1.4780 1.2 0.8 0.8
O 1.7300 2.4716 -0.7565 -0.4 -0.1 0.2
O 0.4061 -4.4691 0.9572 0.4 0.5 -0.1
N 0.4352 -1.9309 1.2484 1.0 0.9 -3.5
O -0.1148 -0.7472 -1.0894 0.0 -0.7 0.9
S 0.5328 2.9032 -0.0785 0.2 1.0 0.2
F 1.9445 -0.4323 0.0371 -0.3 -0.4 0.3
O 0.5269 4.2311 0.5073 -0.1 -1.1 -0.6
S -0.3342 -3.2598 0.9148 -3.9 -2.8 1.7
F -1.1872 -3.2805 2.3063 0.7 0.2 0.0
O 1.6125 -2.5081 -1.1091 -1.0 0.5 1.3
K -0.7406 0.0816 2.6501 -0.3 0.8 -0.4
O -1.4334 -3.1283 -0.0079 1.2 0.4 -0.3
S 0.8790 -1.5071 -0.3858 1.4 1.5 -0.8
K 2.3505 -1.9484 2.9811 0.7 -0.3 0.1
F -0.1985 3.6444 -2.5207 -0.3 -0.3 0.1
K -2.7063 -0.4742 -2.0155 0.4 0.0 0.0
F -1.0986 1.7719 -1.8870 -0.5 -0.2 -0.2
```
Positions in Å, forces in eV/Å.

net charge = +1
Kohn-Sham gap = 0.2724 Ha
maximum force = 5.12 eV/A

***

No. 2
A 2-piece molecular cluster, C5H8F4O overall. Source: OMol25; level of theory: ωB97M-V with the def2-TZVPD basis set.

Geometry as XYZ:
```
18
Properties=species:S:1:pos:R:3:forces:R:3
C 0.9747 -0.5706 -0.3352 1.1 -1.0 0.1
F -0.1134 0.4658 1.4166 -5.9 4.3 3.1
C 1.7095 0.7482 -0.4072 0.5 0.1 0.1
H 1.9278 0.9935 -1.4525 0.0 0.0 0.1
H 2.6428 0.6683 0.1600 -0.1 0.0 -0.1
F 1.7285 -1.5068 -0.9760 0.1 0.0 -0.1
H -1.9119 -0.3665 1.8460 0.0 0.2 -0.2
F 0.9137 1.7298 0.1405 2.5 1.7 -0.4
H -0.0163 -0.5334 -0.7921 1.3 -1.0 0.0
C -1.1632 1.1135 -1.0037 -0.8 0.6 -0.9
C -1.7354 -0.0714 -0.2720 -0.9 0.1 0.4
O -2.6384 -0.7596 -0.6928 0.3 0.2 0.0
H -1.2592 2.0159 -0.3912 -0.1 -0.2 -0.1
F 0.8366 -0.9481 0.9607 8.0 -6.3 -2.6
C -1.1279 -0.4104 1.0816 -2.7 0.3 0.8
H -0.7313 -1.4305 1.0466 -1.5 0.3 0.3
H -0.0939 0.9663 -1.1798 -1.8 0.9 -0.7
H -1.6866 1.2421 -1.9523 -0.1 -0.1 0.1
```
Positions in Å, forces in eV/Å.

net charge = 0
Kohn-Sham gap = 0.3986 Ha
maximum force = 10.53 eV/A
SMILES = CC(=O)CF.FCC(F)F

***

No. 3
A 4-piece molecular cluster, C5H11N overall. Source: OMol25; level of theory: ωB97M-V with the def2-TZVPD basis set.

Geometry as XYZ:
```
17
Properties=species:S:1:pos:R:3:forces:R:3
H 2.1148 -1.0826 -0.0567 0.0 0.0 0.2
H -2.1108 -0.3854 -2.3017 0.1 0.1 0.0
C -1.2703 0.2211 0.6271 0.1 0.3 -0.1
C -0.7314 -0.0307 -0.6948 0.0 -0.1 -0.2
H 0.2214 -1.2313 1.2194 -0.2 0.0 0.0
C -1.3225 0.3256 -2.0303 -0.1 0.1 0.0
H -2.1311 0.3480 1.2729 0.1 -0.1 -0.1
H -0.5442 0.2692 -2.7995 -0.1 0.1 0.1
H -0.0590 -0.8990 -0.7253 -0.1 0.1 0.0
H 1.3206 1.0296 2.0502 0.1 0.0 -0.2
C 1.7778 -0.7089 0.9090 0.2 0.2 0.0
H 1.9675 -1.3627 1.7535 -0.1 0.1 0.0
N -0.3293 1.0402 0.2477 -0.3 -0.1 0.1
H -1.7387 1.3362 -2.0273 0.0 -0.1 0.0
H -0.5977 -1.0137 1.3074 0.1 -0.2 0.1
C 1.5506 0.6362 1.0622 0.2 -0.2 0.0
H 1.9018 1.3631 0.3427 -0.1 -0.2 0.0
```
Positions in Å, forces in eV/Å.

net charge = 0
Kohn-Sham gap = 0.3729 Ha
energy above the lowest of the compared OMol25 structures with the same formula, charge and spin = 126.7 kcal/mol
maximum force = 0.32 eV/A

***

Repeat the second record exactly.
A 2-piece molecular cluster, C5H8F4O overall. Source: OMol25; level of theory: ωB97M-V with the def2-TZVPD basis set.

Geometry as XYZ:
```
18
Properties=species:S:1:pos:R:3:forces:R:3
C 0.9747 -0.5706 -0.3352 1.1 -1.0 0.1
F -0.1134 0.4658 1.4166 -5.9 4.3 3.1
C 1.7095 0.7482 -0.4072 0.5 0.1 0.1
H 1.9278 0.9935 -1.4525 0.0 0.0 0.1
H 2.6428 0.6683 0.1600 -0.1 0.0 -0.1
F 1.7285 -1.5068 -0.9760 0.1 0.0 -0.1
H -1.9119 -0.3665 1.8460 0.0 0.2 -0.2
F 0.9137 1.7298 0.1405 2.5 1.7 -0.4
H -0.0163 -0.5334 -0.7921 1.3 -1.0 0.0
C -1.1632 1.1135 -1.0037 -0.8 0.6 -0.9
C -1.7354 -0.0714 -0.2720 -0.9 0.1 0.4
O -2.6384 -0.7596 -0.6928 0.3 0.2 0.0
H -1.2592 2.0159 -0.3912 -0.1 -0.2 -0.1
F 0.8366 -0.9481 0.9607 8.0 -6.3 -2.6
C -1.1279 -0.4104 1.0816 -2.7 0.3 0.8
H -0.7313 -1.4305 1.0466 -1.5 0.3 0.3
H -0.0939 0.9663 -1.1798 -1.8 0.9 -0.7
H -1.6866 1.2421 -1.9523 -0.1 -0.1 0.1
```
Positions in Å, forces in eV/Å.

net charge = 0
Kohn-Sham gap = 0.3986 Ha
maximum force = 10.53 eV/A
SMILES = CC(=O)CF.FCC(F)F